The following is a DFT calculation (ωB97M-V/def2-TZVPD) of a cluster of 4 separate species, C5H18N2O4 in total in a non-equilibrium geometry.

Each line ends with the Löwdin charge.
Positions of all 29 atoms, in Å:
N (2.62588, -0.29621, -2.04740)  -0.0079
C (1.33982, -1.03718, -2.08343)  -0.2914
C (0.20652, -0.29368, -1.45822)  -0.2558
C (0.01134, -0.08772, 0.01863)  -0.2166
C (-1.44090, -0.02531, 0.43058)  -0.1793
N (-2.20929, 1.05780, -0.27470)  0.0225
C (-2.07140, 2.32444, 0.22382)  -0.3511
O (-1.31146, 2.74016, 1.07014)  0.0230
H (2.33030, 0.65394, -2.29515)  0.0633
H (2.96664, -0.25093, -1.09232)  0.0571
H (1.35397, -1.94191, -1.43711)  0.0900
H (1.24062, -1.46996, -3.10277)  0.1201
H (-0.11798, 0.63717, -1.96264)  0.1088
H (-0.66615, -0.96448, -1.77236)  0.1283
H (0.57008, -0.81459, 0.62187)  0.1055
H (0.50433, 0.87501, 0.26995)  0.1127
H (-1.92975, -0.98453, 0.21992)  0.1166
H (-1.65394, 0.20788, 1.47366)  0.1143
H (-2.08182, 1.04224, -1.27917)  0.1141
H (-2.82066, 3.03500, -0.18508)  0.1331
O (1.26673, 3.81470, 1.09009)  -0.0713
H (1.15354, 3.11553, 1.72785)  0.0146
H (0.52695, 3.89273, 0.47281)  0.0163
O (0.11729, -3.54513, -0.37849)  -0.0422
H (-0.28999, -4.38251, -0.16227)  0.0404
H (0.02356, -2.86976, 0.29494)  0.0141
O (0.06096, -1.29353, 3.49317)  -0.0548
H (0.49678, -0.97734, 4.28686)  0.0337
H (-0.20196, -2.16183, 3.83681)  0.0419

Results
highest occupied orbital energy: -9.28 eV
orbital gap: 9.50 eV
energy above the lowest of the compared OMol25 structures with the same formula, charge and spin: 50.8 kcal/mol
SMILES: NCCCCNC=O.O.O.O
total charge: 0